Entry from the Open Molecules 2025 dataset: C50H57Cl2F2KN4O3SSe as an isolated structure (the ωB97M-V functional and the def2-TZVPD basis).

Results
Relative energy (zero: lowest compared OMol25 entry of this formula, charge and spin), eV: 0.6077
LUMO, eV: 3.7
Orbital gap, eV: 5.347
Total charge: -2
DFT total energy, eV: -187868.536

XYZ file:
```
121
Properties=species:S:1:pos:R:3:forces:R:3:lowdin_charge:R:1
K 0.668 1.204 1.753 0.33 0.09 0.42 0.47
C -2.309 -0.315 -5.534 0.00 0.00 0.02 -0.05
C -0.892 -0.867 -5.307 0.01 0.00 -0.01 -0.56
C -1.009 -2.379 -5.112 0.01 0.00 0.01 -0.07
C -0.048 -0.606 -6.563 0.01 0.00 0.00 -0.06
C -0.261 -0.182 -4.097 -0.04 0.14 -0.06 -0.19
C 0.111 -0.859 -2.954 0.03 0.06 0.13 -0.08
C 0.634 -0.203 -1.841 -0.06 -0.01 -0.13 -0.39
Se 0.824 -1.289 -0.248 -0.02 0.11 -0.17 1.05
C -1.043 -1.752 -0.146 0.05 -0.21 -0.10 -0.42
C -1.437 -2.948 -0.730 0.00 0.03 0.09 -0.11
C -2.775 -3.297 -0.856 -0.01 0.03 -0.01 -0.21
C -3.697 -2.351 -0.393 0.04 -0.01 0.00 -0.03
C -3.367 -1.142 0.192 0.01 -0.02 0.03 -0.08
C -1.972 -0.798 0.398 -0.16 0.04 -0.03 -0.41
O -1.602 0.258 0.984 0.12 -0.07 -0.12 -0.22
C -4.537 -0.221 0.592 -0.04 0.00 0.01 -0.53
C -4.140 1.148 1.161 0.02 -0.01 -0.01 -0.08
C -5.409 0.057 -0.645 0.00 0.00 0.00 -0.06
C -5.396 -0.921 1.660 0.03 0.00 0.00 -0.06
C -3.259 -4.592 -1.504 -0.01 0.01 0.01 -0.56
C -4.108 -4.273 -2.745 0.00 0.01 -0.01 -0.05
C -2.096 -5.480 -1.947 0.00 0.00 -0.01 -0.08
C -4.116 -5.393 -0.512 0.01 0.00 0.02 -0.06
C 0.873 1.195 -1.832 -0.05 0.19 0.07 -0.39
O 1.438 1.809 -0.835 0.04 -0.24 -0.25 -0.23
C 0.435 1.907 -3.016 0.23 -0.08 0.22 -0.08
C -0.092 1.211 -4.085 -0.06 -0.18 -0.01 -0.01
C 0.557 3.433 -3.057 -0.11 0.03 -0.05 -0.53
C -0.231 4.045 -1.886 0.04 -0.05 -0.07 -0.04
C -0.020 4.026 -4.346 -0.02 0.05 -0.06 -0.09
C 2.031 3.855 -3.001 -0.03 0.01 -0.01 -0.06
H -2.778 -0.797 -6.398 0.00 0.00 0.00 0.07
H -2.926 -0.499 -4.652 -0.01 0.00 -0.01 0.09
H -2.291 0.762 -5.710 0.00 -0.01 0.00 0.07
H -1.461 -2.832 -5.999 -0.01 0.00 0.00 0.08
H -0.030 -2.839 -4.956 0.00 0.01 0.00 0.09
H -1.636 -2.617 -4.250 0.03 0.00 -0.01 0.06
H -0.500 -1.078 -7.442 0.00 0.00 0.01 0.07
H 0.044 0.464 -6.760 0.00 -0.01 0.00 0.07
H 0.959 -1.008 -6.432 -0.01 0.00 -0.01 0.08
H -0.040 -1.927 -2.872 0.00 0.00 0.00 0.08
H -0.657 -3.603 -1.101 0.01 0.01 0.00 0.08
H -4.754 -2.583 -0.508 0.00 0.01 0.00 0.09
H -3.530 1.715 0.459 0.00 -0.01 0.01 0.08
H -5.060 1.710 1.367 -0.01 0.00 0.00 0.08
H -3.561 1.054 2.076 -0.03 0.00 -0.03 0.03
H -4.818 0.564 -1.411 -0.01 0.00 0.00 0.09
H -5.813 -0.857 -1.084 0.00 0.00 0.00 0.06
H -6.251 0.704 -0.375 0.01 0.00 -0.01 0.07
H -4.794 -1.116 2.551 -0.01 0.00 0.00 0.09
H -6.241 -0.286 1.947 0.00 0.00 0.00 0.07
H -5.789 -1.874 1.301 0.00 0.00 0.01 0.07
H -3.516 -3.715 -3.474 -0.03 -0.02 0.01 0.07
H -4.470 -5.193 -3.219 0.00 0.00 0.00 0.07
H -4.973 -3.661 -2.483 0.01 -0.01 0.00 0.07
H -1.473 -4.979 -2.691 -0.01 0.00 0.01 0.08
H -1.461 -5.752 -1.101 0.00 0.00 -0.01 0.08
H -2.483 -6.401 -2.395 0.00 0.00 0.00 0.08
H -4.976 -4.811 -0.176 0.01 -0.01 0.00 0.07
H -4.486 -6.316 -0.972 0.00 0.00 0.00 0.07
H -3.527 -5.654 0.369 -0.01 0.00 0.00 0.09
H -0.412 1.764 -4.960 0.03 -0.01 0.01 0.08
H -1.277 3.728 -1.938 0.01 0.01 0.03 0.09
H 0.186 3.708 -0.939 -0.03 -0.02 0.02 0.06
H -0.204 5.140 -1.939 0.05 0.00 0.03 0.07
H -1.063 3.737 -4.500 0.01 0.04 0.02 0.08
H 0.023 5.117 -4.284 0.00 -0.01 0.00 0.07
H 0.558 3.724 -5.224 -0.04 -0.04 0.01 0.08
H 2.508 3.480 -2.103 0.00 -0.02 0.04 0.04
H 2.565 3.450 -3.865 0.01 0.02 0.01 0.09
H 2.110 4.948 -3.017 0.01 0.00 -0.02 0.07
Cl -1.454 3.374 2.863 -0.10 -0.01 0.05 0.53
C -1.880 2.632 4.429 0.03 0.05 0.01 -0.96
Cl -1.917 0.876 4.379 -0.02 0.01 -0.06 0.60
H -2.868 2.994 4.686 0.00 0.01 0.03 0.02
H -1.119 2.934 5.140 0.02 -0.02 -0.01 0.00
F 1.099 4.285 7.415 0.00 0.01 0.01 0.00
C 1.225 3.052 6.820 0.00 -0.05 -0.04 -0.31
C 1.335 2.948 5.449 0.04 0.02 0.06 -0.15
C 1.457 1.706 4.798 -0.07 -0.01 -0.05 -0.06
C 1.498 0.574 5.650 0.01 0.00 -0.05 -0.20
C 1.355 0.724 7.024 -0.01 0.02 0.00 -0.24
F 1.303 -0.368 7.863 0.00 0.00 0.02 0.00
C 1.212 1.948 7.651 0.00 -0.01 0.01 0.01
C 1.690 -0.787 5.063 0.06 -0.06 -0.05 -0.22
C 2.453 -1.767 5.716 -0.01 0.02 -0.02 -0.03
C 2.598 -3.018 5.147 0.01 -0.01 0.02 -0.10
C 1.981 -3.287 3.935 -0.01 0.00 -0.02 -0.09
C 1.272 -2.256 3.337 0.00 0.08 0.09 -0.16
N 1.142 -1.043 3.868 -0.18 0.08 0.04 0.12
H 1.314 3.877 4.877 0.00 -0.03 0.00 0.08
H 1.093 2.026 8.722 0.00 0.00 -0.01 0.11
H 2.929 -1.535 6.657 0.00 0.00 0.00 0.10
H 3.192 -3.776 5.647 0.00 0.00 -0.01 0.09
H 2.056 -4.252 3.450 0.01 0.00 0.01 0.09
H 0.789 -2.408 2.378 -0.05 0.00 -0.02 0.07
N 5.553 1.830 0.867 0.07 0.09 0.08 0.16
C 5.811 0.531 1.246 -0.06 -0.02 0.00 -0.20
C 6.923 -0.292 1.104 -0.01 0.00 0.03 -0.04
C 6.835 -1.561 1.654 -0.03 0.04 0.00 -0.12
C 5.680 -1.986 2.328 -0.01 0.01 -0.01 -0.10
C 4.576 -1.164 2.460 0.01 -0.01 0.01 0.01
C 4.641 0.108 1.898 0.10 -0.06 -0.02 -0.20
N 3.686 1.104 1.862 -0.05 0.03 0.04 0.20
C 4.250 2.088 1.231 0.00 -0.02 -0.01 -0.28
C 3.594 3.361 0.929 -0.06 -0.08 0.07 -0.32
C 4.052 4.324 0.086 0.07 0.06 -0.06 -0.36
S 2.930 5.608 0.006 -0.01 0.05 -0.03 1.00
C 1.915 4.760 1.107 0.12 0.04 0.10 -0.46
N 2.384 3.632 1.513 -0.20 -0.10 0.01 0.06
H 6.025 2.317 0.128 -0.02 -0.03 -0.05 0.14
H 7.816 0.038 0.588 0.00 0.00 0.00 0.10
H 7.675 -2.238 1.561 0.00 0.00 0.00 0.09
H 5.651 -2.984 2.749 0.00 0.00 0.00 0.09
H 3.681 -1.487 2.976 0.04 0.02 -0.02 0.08
H 4.941 4.312 -0.523 -0.01 0.02 -0.01 0.07
H 0.966 5.162 1.433 0.02 0.02 -0.03 0.07
O 4.030 1.407 -1.617 0.03 -0.09 0.08 -0.08
H 4.039 0.449 -1.717 0.00 0.03 -0.03 0.04
H 3.131 1.576 -1.226 -0.11 0.02 -0.15 0.00
```
Forces are in eV/Å.


Entry from the Open Molecules 2025 dataset: C50H57CrF5Ge2O4S4Te as an isolated structure (the ωB97M-V functional and the def2-TZVPD basis).

Results
Relative energy (zero: lowest compared OMol25 entry of this formula, charge and spin), eV: 0.0000
Expectation value of S²: 6.176
LUMO (spin up / spin down), eV: 3.8 / 3.8
Orbital gap (spin up / spin down), eV: 4.004 / 5.948
Total charge: -2
DFT total energy, eV: -266647.097
Multiplicity: 5

XYZ file:
```
124
Properties=species:S:1:pos:R:3:forces:R:3:lowdin_spin:R:1
Cr -0.058 -1.632 2.741 -0.02 -1.02 1.15 3.23
C 3.628 -6.037 0.568 -1.43 2.54 0.54 0.00
C 2.996 -5.110 -0.496 0.41 -0.61 0.25 0.00
C 1.698 -5.335 -0.912 0.01 -0.44 0.79 0.00
C 1.021 -4.498 -1.772 0.80 0.20 -0.60 0.00
C -0.366 -4.908 -2.145 -0.67 -0.98 0.55 0.00
C 1.756 -3.443 -2.298 0.16 1.18 -0.51 0.00
C 3.108 -3.191 -1.928 -0.58 -0.29 -0.80 0.00
C 3.891 -2.071 -2.530 1.47 -0.85 0.20 0.00
C 3.735 -4.042 -1.064 -0.27 -1.20 1.76 0.00
C 1.122 -2.531 -3.321 -0.24 -0.31 1.18 0.00
C 1.577 -2.599 -4.616 0.17 -0.28 -0.34 0.00
C 1.045 -1.737 -5.561 -0.49 0.08 0.26 0.00
C -0.109 -1.032 -5.284 -0.32 0.01 0.58 0.00
C -0.684 -1.075 -3.993 -0.21 -0.24 0.07 0.00
C 0.051 -1.682 -2.955 0.25 0.54 -0.02 0.00
Ge 0.052 -0.925 -1.069 0.00 -0.93 0.75 0.00
S -0.284 -2.459 0.498 0.11 0.46 -0.67 -0.01
S -1.257 0.843 -0.672 -0.31 -0.11 -0.41 0.00
Ge 0.417 1.327 0.730 -0.19 -0.10 1.89 0.01
S 0.258 0.753 2.829 -0.48 -0.53 -1.18 0.03
S 1.990 0.294 -0.561 -0.65 -0.17 -0.17 0.01
C 0.421 3.275 1.006 -1.09 -0.63 -0.55 0.00
C -0.782 3.990 1.143 1.09 1.35 -1.31 0.00
C -0.764 5.325 0.611 0.94 -1.43 0.74 0.00
C 0.355 5.853 -0.050 -0.88 -1.02 0.69 0.00
C 1.531 5.132 0.000 0.55 0.50 -0.06 0.00
C 1.579 3.898 0.609 1.36 -0.50 0.42 0.00
C 2.886 3.165 0.841 0.52 1.43 -1.62 0.00
C 3.301 2.679 2.063 0.95 -1.04 0.52 0.00
C 2.632 2.858 3.372 -1.29 0.48 1.29 0.00
C 4.530 1.973 2.151 0.03 -0.16 0.92 0.00
C 5.467 1.920 1.158 -0.44 0.74 -1.52 0.00
C 6.801 1.241 1.233 -0.26 -0.48 0.87 0.00
C 5.104 2.577 -0.048 0.18 -0.43 1.04 0.00
C 3.855 3.164 -0.203 0.71 -0.73 0.40 0.00
C 3.666 3.673 -1.579 -1.68 -0.05 -1.02 0.00
C -2.038 3.380 1.638 -1.06 0.54 -0.20 0.00
C -3.163 3.369 0.764 0.25 1.08 1.24 0.00
C -3.128 3.885 -0.644 -0.04 -0.01 0.20 0.00
C -4.397 2.998 1.280 -0.08 -0.80 -0.72 0.00
C -4.502 2.297 2.469 1.46 0.06 0.79 0.00
C -5.737 1.510 2.802 -0.42 1.06 0.36 0.00
C -3.349 2.257 3.335 -1.17 0.98 -2.19 0.00
C -2.193 2.975 2.980 -0.41 -0.65 -0.54 0.00
C -1.191 3.327 4.038 0.19 -0.23 0.98 0.00
C -2.072 -0.500 -3.812 1.21 0.79 -0.29 0.00
C -2.208 0.838 -4.226 0.10 0.69 0.04 0.00
C -1.042 1.728 -4.589 0.75 -0.15 0.44 0.00
C -3.428 1.478 -4.215 -1.84 -2.03 0.49 0.00
C -4.589 0.708 -3.839 1.57 0.66 -0.79 0.00
C -5.900 1.430 -3.968 -0.48 0.30 0.08 0.00
C -4.421 -0.630 -3.458 -1.58 0.88 0.39 0.00
C -3.172 -1.234 -3.373 0.72 0.26 -0.93 0.00
C -3.069 -2.677 -3.009 -2.17 -0.15 1.50 0.00
H 3.212 -5.771 1.585 0.12 -0.32 -1.01 0.00
H 4.637 -5.694 0.612 1.14 -0.65 0.09 0.00
H 3.443 -7.071 0.381 0.28 -0.70 -0.21 0.00
H 1.118 -6.168 -0.515 0.31 -0.01 0.17 0.00
H -0.322 -5.952 -2.514 -0.01 0.33 0.26 0.00
H -0.850 -4.364 -2.941 0.04 0.53 -0.03 0.00
H -1.018 -4.918 -1.230 0.50 0.20 -0.85 0.00
H 4.325 -2.299 -3.505 -0.36 -0.15 -0.24 0.00
H 4.771 -1.829 -1.927 -0.19 -0.08 0.28 0.00
H 3.321 -1.204 -2.594 -1.01 1.63 -0.32 0.00
H 4.757 -3.868 -0.681 -0.56 0.01 -0.47 0.00
H 2.335 -3.351 -4.854 -0.03 0.48 -0.03 0.00
H 1.483 -1.592 -6.516 0.42 -0.23 -0.85 0.00
H -0.543 -0.389 -6.051 -0.07 -0.41 0.20 0.00
H -1.643 5.890 0.769 -0.86 0.68 -0.19 0.00
H 0.276 6.753 -0.620 0.04 0.62 -0.04 0.00
H 2.443 5.485 -0.454 -0.03 0.42 0.05 0.00
H 2.151 3.875 3.436 0.16 -1.07 -0.07 0.00
H 3.390 2.828 4.172 -0.17 0.06 -0.27 0.00
H 1.874 2.035 3.613 0.88 1.30 -0.50 0.00
H 4.773 1.487 3.114 -0.21 0.36 -0.41 0.00
H 7.470 1.673 1.977 0.06 0.49 -0.11 0.00
H 7.250 1.301 0.247 0.32 -0.38 0.02 0.00
H 6.707 0.209 1.617 -0.06 0.15 -0.67 0.00
H 5.812 2.596 -0.893 -0.35 -0.09 0.48 0.00
H 4.425 3.171 -2.167 -0.30 0.01 -0.58 0.00
H 3.839 4.741 -1.687 -0.05 0.19 0.05 0.00
H 2.618 3.449 -1.958 1.29 0.22 0.25 0.00
H -4.079 3.672 -1.087 -0.62 -0.18 -0.42 0.00
H -2.390 3.333 -1.184 0.65 -0.24 -0.62 0.00
H -2.947 4.948 -0.790 0.15 0.05 0.28 0.00
H -5.274 3.055 0.620 0.30 -0.05 0.26 0.00
H -6.031 1.825 3.791 -0.01 -0.44 0.76 0.00
H -5.421 0.479 2.802 -0.49 -0.57 0.08 0.00
H -6.676 1.735 2.238 1.13 -0.33 -0.33 0.00
H -3.352 1.666 4.216 -0.15 -0.28 0.85 0.00
H -0.841 2.430 4.630 -0.38 1.01 -0.75 0.00
H -1.704 4.019 4.744 0.33 -0.34 -0.29 0.00
H -0.336 3.873 3.614 -0.15 -0.38 0.22 0.00
H -0.151 1.508 -3.926 -0.92 0.45 -0.80 0.00
H -1.419 2.741 -4.431 0.54 0.06 0.11 0.00
H -0.741 1.667 -5.650 -0.03 -0.12 0.46 0.00
H -3.546 2.510 -4.548 0.08 -0.21 0.24 0.00
H -6.285 1.447 -5.019 0.33 0.00 0.82 0.00
H -5.738 2.462 -3.619 -0.14 -0.16 -0.39 0.00
H -6.685 1.051 -3.309 0.04 -0.30 -0.16 0.00
H -5.356 -1.179 -3.166 1.09 0.35 -0.24 0.00
H -4.132 -2.903 -2.669 1.35 -0.30 -0.21 0.00
H -2.407 -2.892 -2.158 -0.10 0.13 -0.39 0.00
H -2.873 -3.325 -3.847 0.38 -0.14 -0.34 0.00
O 0.594 -1.358 4.922 -0.01 0.18 -0.74 0.01
H 0.088 -1.827 5.597 0.10 -0.09 0.17 0.00
H 1.506 -1.132 5.153 -0.50 -0.33 0.05 0.00
O 2.579 -1.218 2.849 -0.03 1.00 -0.10 0.01
H 3.221 -0.708 2.305 -0.73 -0.86 0.38 0.00
H 2.863 -2.107 3.052 0.41 -0.75 -0.29 0.00
F -3.899 -2.855 6.291 -2.35 -0.85 3.02 0.14
Te -2.949 -2.341 4.794 1.50 3.12 -1.82 0.19
F -4.386 -1.408 3.900 -1.49 0.60 -0.27 0.13
F -1.542 -3.158 5.813 1.73 -0.86 0.44 0.08
F -3.480 -3.930 4.002 -0.72 -2.70 -1.17 0.11
F -2.347 -0.722 5.656 0.09 1.22 1.12 0.11
O -1.894 -1.794 3.376 2.29 -0.41 -1.59 0.16
C -0.529 -4.728 2.918 -0.24 -0.07 -0.16 -0.02
C 0.575 -3.765 3.058 -0.19 3.02 -0.57 -0.14
O 1.746 -3.991 3.291 0.25 -0.74 0.11 -0.06
H -0.384 -5.351 2.049 0.15 -0.34 -0.43 0.00
H -1.474 -4.196 2.842 0.05 -0.15 -0.08 0.00
H -0.525 -5.328 3.796 -0.17 -0.83 0.86 0.00
```
Forces are in eV/Å.